Entry 1:
95
Properties=species:S:1:pos:R:3 method="wB97M-V/def2-TZVPD" orbital_gap_ev="4.2 / 3.2" homo_energy_ev="-6.026 / -6.026" multiplicity=2 e_lumo_ev="-1.78 / -2.87" e_tot_ev=-77053.669
O 0.968 2.181 0.352
O 0.508 1.004 -1.458
O -2.227 0.136 -4.684
O -5.238 1.134 2.471
O -2.635 5.015 1.865
O -0.410 -3.731 3.289
O -0.655 -1.190 -4.276
O -3.784 5.207 -1.593
O 1.328 2.937 -1.663
O -0.092 -6.291 -2.293
O 2.363 -3.519 -4.431
O -2.622 -1.541 -3.287
O 4.322 -3.218 0.814
O -0.661 -4.320 -1.831
O -2.337 -2.887 3.935
O -4.402 2.179 0.656
O -0.621 -1.534 3.728
O 1.283 -5.069 -1.089
O -5.997 3.122 1.822
O 2.556 -1.832 -2.946
O -2.611 -2.439 0.254
O 3.280 0.017 0.243
O 4.329 -3.076 -3.706
N -0.534 -1.812 -0.730
N 5.351 1.259 0.519
N 3.254 -5.425 0.729
N -3.603 3.424 -3.238
N -2.349 4.421 4.173
C -1.741 -1.616 0.122
C -5.228 2.105 1.666
C -1.926 4.517 2.689
C -3.812 4.923 4.510
C 5.305 -0.799 -0.956
C 5.713 -5.002 -0.033
C -1.138 -2.754 3.668
C 0.229 -5.281 -1.735
C 2.514 -5.121 2.088
C 4.471 -4.418 0.592
C 0.906 2.036 -1.002
C 4.528 0.099 0.001
C -4.341 4.461 -2.404
C -1.838 -0.818 -4.145
C -1.924 -0.220 0.800
C 4.491 2.398 1.080
C -5.828 4.646 -2.724
C 3.097 -2.851 -3.682
C 0.740 -2.230 0.089
C -2.619 2.742 -2.369
C -0.650 3.851 2.389
H 5.184 3.166 1.423
H -1.005 0.251 1.151
H 1.828 -5.894 2.433
H 6.143 -1.100 -0.328
H -5.923 4.488 -3.798
H 3.694 2.014 1.716
H 4.667 -1.648 -1.201
H 5.791 -0.313 -1.802
H 2.577 -5.314 -0.013
H -1.483 -1.228 4.020
H 0.702 -3.250 0.472
H -1.641 4.979 4.627
H -0.892 2.808 2.184
H 0.170 3.932 3.103
H 1.206 -1.545 0.798
H -2.227 0.401 -0.043
H -3.214 3.835 -4.074
H -2.123 1.960 -2.944
H -4.694 2.967 0.193
H 6.462 -4.222 0.106
H 5.536 -5.286 -1.071
H 1.411 -2.293 -0.768
H -3.949 5.115 5.574
H -4.181 5.835 4.039
H 5.951 1.742 -0.134
H 5.905 -5.860 0.611
H 1.245 3.095 0.446
H -6.348 3.783 -2.309
H -3.249 -0.846 -3.501
H 3.522 -6.399 0.742
H -4.284 2.806 -3.655
H -1.149 -4.945 -2.371
H 5.927 0.965 1.295
H 1.927 -4.207 1.986
H -3.182 2.167 -1.634
H -0.303 -0.934 -1.174
H -4.470 4.099 4.231
H 1.647 -1.906 -3.246
H 3.996 2.899 0.248
H -1.867 3.501 -2.152
H -2.659 -0.217 1.605
H 3.230 -5.030 2.904
H -6.109 5.627 -2.340
H -0.446 4.174 1.368
H -2.173 3.464 4.446
H -0.864 -2.460 -1.431

=====

Entry 2:
63
Properties=species:S:1:pos:R:3 method="wB97M-V/def2-TZVPD" orbital_gap_ev="3.4 / 3.2" homo_energy_ev="-8.543 / -8.624" multiplicity=1 e_lumo_ev="-5.15 / -5.43" e_tot_ev=-246023.078 total_charge=+1
Ir -1.738 -0.756 -0.367
Se -3.856 -3.460 -3.587
Se 2.714 -1.454 0.472
Se -3.113 6.882 -0.686
Si 4.808 -0.774 -0.272
N -3.175 0.669 -0.254
N -0.411 -2.302 -0.530
N -1.171 -0.515 1.652
N -2.604 -1.414 -1.955
N -0.511 -2.797 1.782
N -0.542 1.219 -0.725
N -1.619 5.940 -0.762
N -4.104 5.421 -0.616
C -2.799 1.973 -0.476
C -4.469 0.379 -0.169
C -1.919 4.654 -0.719
C 0.745 1.454 -0.869
C 4.784 -0.384 -2.139
C -5.122 2.660 -0.460
C -3.112 -2.253 -2.609
C 0.411 3.820 -0.884
C -5.473 1.321 -0.295
C 5.240 0.794 0.713
C -1.372 0.636 2.321
C -0.276 -3.177 0.483
C -1.427 2.256 -0.647
C 0.130 -4.501 0.267
C 1.281 2.735 -0.934
C -0.951 3.599 -0.753
C -0.621 -1.528 3.764
C -3.320 4.360 -0.634
C -0.770 -1.584 2.368
C 0.383 -3.984 -2.041
C -0.849 -0.351 4.430
C -1.219 0.769 3.679
C -0.032 -2.706 -1.761
C 0.443 -4.919 -1.004
C 5.938 -2.244 0.150
C -3.784 3.004 -0.529
H -4.707 -0.665 0.004
H 1.388 0.585 -0.936
H 6.303 0.988 0.621
H 4.164 0.478 -2.372
H -5.863 3.437 -0.542
H -0.272 -3.513 2.455
H 0.194 -5.182 1.102
H 5.005 0.695 1.767
H 4.439 -1.216 -2.744
H 5.798 -0.151 -2.451
H 0.642 -4.265 -3.048
H -0.075 -1.954 -2.538
H -0.738 -0.295 5.500
H 5.811 -2.531 1.189
H 2.346 2.874 -1.044
H -6.507 1.017 -0.256
H -1.664 1.493 1.730
H 6.985 -2.008 -0.012
H -0.298 -2.413 4.294
H -1.373 1.724 4.151
H 0.747 -5.938 -1.191
H 4.706 1.662 0.339
H 0.762 4.839 -0.962
H 5.688 -3.108 -0.458

=====

Entry 3:
168
Properties=species:S:1:pos:R:3 method="wB97M-V/def2-TZVPD" orbital_gap_ev=6.1 homo_energy_ev=-9.087 multiplicity=1 e_lumo_ev=-2.96 e_tot_ev=-90238.354 total_charge=+1
O -1.748 -0.385 0.481
O 1.792 -1.126 1.216
N -6.314 1.798 -1.955
N 8.178 -0.767 1.126
N -1.009 -3.001 -8.305
N -4.880 -5.532 8.544
N -1.140 -2.218 2.047
N -1.181 -3.959 4.522
N 4.325 6.967 3.110
N -3.306 -7.012 -4.844
N 4.991 0.642 -4.079
N 4.514 3.188 -10.353
N -0.295 0.000 2.466
N 2.124 10.990 2.484
N -2.775 -5.758 1.107
C 4.105 1.447 3.093
C 4.799 1.044 -9.855
C -1.978 -5.067 4.631
C 6.839 -0.792 1.415
C -2.798 -8.080 -5.534
C -0.722 -4.886 6.486
C 6.051 0.208 -4.830
C 2.130 0.301 1.495
C 3.920 0.879 -4.900
C 3.226 0.206 2.664
C 7.147 0.280 -0.537
C -7.212 0.767 -2.050
C 4.304 0.602 -6.190
C 2.709 0.801 0.037
C -3.491 2.767 2.819
C -4.683 -1.660 2.707
C 0.556 -1.257 0.487
C -7.323 0.423 -3.376
C -0.407 -3.844 5.647
C -3.376 2.421 0.221
C 5.121 7.499 4.090
C -4.257 -6.965 -0.022
C -1.718 -5.661 5.842
C 0.722 0.990 1.888
C -5.845 2.109 -3.204
C -2.491 -4.208 -9.434
C 3.406 6.409 5.052
C 4.097 2.803 2.262
C -3.210 -6.597 -0.902
C 0.796 2.178 2.965
C 3.280 6.297 3.689
C -3.099 -0.891 0.667
C -5.909 -4.484 6.879
C -1.443 -3.840 -10.313
C -2.308 -5.855 -0.178
C 3.768 1.854 4.656
C -2.195 -3.680 -8.200
C -6.457 1.273 -4.107
C -1.530 -6.271 -5.951
C -6.884 -4.917 7.812
C -0.542 -3.098 -9.589
C 1.641 12.136 3.058
C -4.681 -4.874 7.359
C 5.654 0.177 -6.146
C -3.815 -0.421 2.061
C -1.692 -7.651 -6.227
C 6.172 -0.151 0.397
C 4.501 1.151 -11.236
C -0.783 -0.935 1.393
C -6.220 -5.558 8.830
C 4.326 2.486 -11.514
C 0.404 3.519 2.555
C -3.961 -6.437 1.212
C 2.942 11.064 4.546
C -4.915 0.724 1.702
C -4.302 2.210 1.530
C 8.375 -0.111 -0.059
C 3.085 1.540 -1.000
C 2.922 10.332 3.383
C -2.542 -5.903 -5.097
C 4.798 2.316 -9.336
C 4.573 7.171 5.307
C 2.130 12.206 4.340
H -0.283 -5.070 7.456
H -7.953 -4.776 7.746
H -0.552 -2.508 -7.554
H -2.318 -5.265 1.858
H 0.992 12.800 2.506
H 8.905 -1.169 1.697
H -6.086 -3.946 5.959
H 4.086 2.995 -12.436
H 6.477 -1.263 2.317
H 0.489 -0.700 -0.515
H 5.103 -0.009 0.338
H -3.211 -2.038 0.472
H -2.663 -5.335 3.840
H -3.124 -6.847 -1.950
H -1.377 -5.388 -0.466
H 4.421 0.342 -11.948
H -6.040 2.255 -1.099
H 4.788 2.182 5.123
H -1.069 -8.262 -6.864
H -7.958 -0.355 -3.775
H 0.447 -2.390 0.224
H 4.484 7.055 2.118
H -4.252 3.306 3.494
H -1.791 -2.112 2.842
H 3.093 2.783 4.700
H -5.131 -7.553 -0.263
H 4.452 4.190 -10.262
H 3.405 9.403 3.118
H -2.191 -6.555 6.222
H 2.733 5.988 5.786
H 3.409 0.960 5.283
H -2.762 3.584 2.424
H 3.944 -0.671 2.376
H -6.298 1.273 -5.176
H 4.940 3.482 2.707
H 6.971 0.819 -1.457
H 2.537 5.800 3.081
H 1.079 2.062 4.070
H 0.171 -0.550 3.214
H -4.039 -2.584 2.943
H -5.492 0.488 0.715
H -1.026 0.591 2.905
H 2.979 1.225 -4.496
H -2.784 -4.950 -4.648
H -4.154 -5.933 9.117
H -1.166 -3.327 3.734
H 0.389 -2.631 -9.875
H -1.357 -4.090 -11.361
H -3.365 -4.796 -9.675
H 1.923 10.679 1.546
H -5.218 2.926 1.397
H 6.995 -0.038 -4.366
H -4.490 -6.484 2.152
H 4.998 0.766 -3.079
H 6.006 8.064 3.837
H -3.264 -9.053 -5.470
H -4.117 -7.037 -4.245
H -3.741 -0.400 -0.176
H -5.055 -1.246 3.735
H 3.635 2.261 -1.725
H 0.334 4.337 3.383
H 5.219 1.095 3.144
H 1.926 12.994 5.051
H -7.693 0.370 -1.168
H -5.119 2.897 -3.342
H 6.269 -0.121 -6.984
H 0.122 3.789 1.475
H 3.681 0.694 -7.068
H -5.637 -1.890 2.102
H -3.075 -0.106 2.883
H 3.143 3.438 2.292
H -3.591 1.703 -0.651
H 4.993 0.136 -9.302
H -0.759 -5.618 -6.334
H 4.975 2.676 -8.333
H -2.269 2.308 0.571
H 4.384 2.705 1.133
H -3.686 -4.742 6.959
H -2.856 1.980 3.366
H -1.422 -2.957 1.386
H 3.482 10.805 5.445
H 2.666 -0.194 3.612
H 9.369 0.019 -0.460
H -3.436 3.497 -0.230
H 0.298 -3.032 5.753
H -5.741 0.795 2.521
H 4.969 7.448 6.273
H 0.244 1.451 0.927
H -6.584 -6.030 9.731
H -2.725 -3.726 -7.260

=====

Entry 4:
44
Properties=species:S:1:pos:R:3 method="wB97M-V/def2-TZVPD" orbital_gap_ev="5.7 / 5.8" de_lowest_kj_mol=112.2 homo_energy_ev="-11.150 / -11.404" multiplicity=5 e_lumo_ev="-5.46 / -5.63" e_tot_ev=-293799.581 total_charge=+1
Pd -0.504 -0.874 1.436
Se -1.735 -2.342 -0.426
Se -1.008 -1.186 3.889
Se -1.056 1.085 4.194
Se -0.284 1.555 2.130
O -1.089 0.024 -0.774
O -6.511 -2.284 1.268
O -2.337 1.797 -1.333
O -4.367 -3.047 1.615
N 1.556 -1.528 1.403
N 3.032 -3.446 1.335
N 3.540 -1.481 0.016
N 3.754 -1.413 2.422
C -5.605 -1.439 0.699
C -5.783 -3.317 1.892
C -5.804 -0.290 -0.007
C 3.587 -2.944 0.075
C -4.672 0.418 -0.511
C -2.197 0.692 -0.863
C 2.381 -0.986 2.532
C 2.166 -1.051 0.122
C -4.327 -1.940 0.932
C 1.658 -3.018 1.442
C -3.415 -0.028 -0.296
C 3.800 -2.875 2.445
C 4.299 -0.942 1.146
C -3.134 -1.244 0.492
H -6.019 -4.285 1.454
H -5.912 -3.294 2.974
H 1.946 -1.341 3.467
H 4.836 -3.203 2.365
H 1.074 -3.421 0.611
H 5.338 -1.261 1.062
H 1.225 -3.363 2.384
H 2.323 0.103 2.497
H 4.623 -3.271 -0.012
H -4.815 1.323 -1.085
H 4.263 0.148 1.118
H 2.105 0.039 0.100
H -6.807 0.073 -0.190
H -2.654 -0.917 1.452
H 1.576 -1.452 -0.706
H 3.390 -3.235 3.390
H 3.018 -3.357 -0.760

=====

Entry 5:
96
Properties=species:S:1:pos:R:3 method="wB97M-V/def2-TZVPD" orbital_gap_ev=9.1 de_lowest_kj_mol=563.9 homo_energy_ev=-9.151 multiplicity=1 e_lumo_ev=-0.09 e_tot_ev=-67766.879
O 2.544 0.606 -5.353
O -0.897 -1.802 3.415
O -1.150 -3.016 -3.992
O -2.346 2.469 -4.057
O -0.646 -0.132 5.994
O -3.464 0.047 3.163
O -1.207 -0.646 -0.588
O -2.523 4.767 2.476
O 0.923 4.237 -2.368
O -4.482 -3.584 1.467
O 3.336 -1.280 -2.726
O 3.968 -1.938 2.017
O 2.651 0.350 1.839
N -2.322 1.373 -2.096
N -3.408 -1.976 0.495
N -2.450 -3.904 0.825
N 2.526 1.742 -3.558
N -0.180 0.164 1.248
N 1.018 -0.257 -0.489
N 0.027 -1.715 -5.425
N -5.372 0.539 2.192
N 1.722 2.677 -5.295
N 5.482 -1.775 -2.483
N -3.025 2.870 1.434
N -1.007 0.799 -3.545
N 4.817 -0.747 -4.255
N 0.931 -2.509 -3.661
N -5.246 -1.263 3.388
N -1.479 1.508 4.623
N -1.054 3.037 2.300
N 0.228 1.901 5.715
C -3.526 -3.171 0.904
C -1.882 1.678 -3.285
C -0.172 -0.329 -0.020
C 0.627 3.641 -1.112
C 2.160 0.389 3.118
C -4.605 -0.225 2.858
C 0.012 -2.781 2.903
C 4.459 -1.268 -3.155
C -0.114 -2.559 -4.359
C -2.236 3.658 2.092
C 3.678 -2.720 0.746
C 2.207 1.572 -4.759
C -0.622 0.968 5.473
H 0.929 -1.334 -5.674
H -5.144 1.521 2.131
H 0.810 4.240 -0.220
H 1.913 -2.384 -3.858
H 1.245 2.798 -0.802
H 4.581 -3.279 0.502
H -3.123 1.803 -1.656
H 6.414 -1.847 -2.868
H -2.680 -4.816 1.194
H 2.954 0.749 3.772
H 4.089 -0.352 -4.833
H -2.607 -1.801 -0.096
H -2.152 0.992 4.074
H 3.059 0.957 -3.212
H -0.894 2.068 2.063
H 0.989 1.680 6.342
H -1.914 0.606 -1.580
H 1.157 -0.469 -1.467
H 4.367 -2.547 2.643
H -2.510 2.120 0.997
H -0.372 3.336 -1.425
H 1.342 2.617 -6.229
H 1.765 0.002 0.140
H -3.868 3.255 1.033
H 0.586 -2.315 2.102
H 1.937 2.334 -2.989
H 1.613 -0.513 3.392
H 0.710 -2.736 -2.702
H 3.324 -2.105 -0.081
H -0.466 -3.658 2.466
H 1.659 3.491 -4.699
H -0.781 0.652 -4.519
H -1.333 2.416 4.208
H -1.539 -2.263 3.959
H 2.939 -3.442 1.095
H 3.328 -0.331 1.845
H 0.752 0.342 1.594
H -6.229 -1.419 3.216
H 1.531 1.277 3.183
H -1.786 -3.620 0.120
H -4.676 -1.934 3.883
H -0.818 0.142 -2.802
H -3.980 -1.164 0.676
H 1.292 5.121 -2.304
H -0.341 3.556 2.792
H 5.225 -2.210 -1.608
H -6.358 0.334 2.120
H -0.699 -1.702 -6.127
H -0.854 -0.231 1.888
H 0.616 -3.123 3.743
H 5.791 -0.809 -4.515
H 0.301 2.600 4.990

=====

Entry 6:
8
Properties=species:S:1:pos:R:3 method="wB97M-V/def2-TZVPD" smiles=FC(F)C(F)F orbital_gap_ev=12.0 de_lowest_kj_mol=101.5 homo_energy_ev=-10.890 multiplicity=1 e_lumo_ev=1.11 e_tot_ev=-12975.422
F -0.892 0.085 1.571
F 0.718 -0.197 -1.635
F -1.677 0.735 -0.351
F 1.766 -0.570 0.231
C -0.585 0.613 0.373
C 0.590 -0.615 -0.358
H 0.117 -1.601 -0.345
H -0.036 1.550 0.515